ORCA calculation (ωB97M-V with the def2-TZVPD basis set) on a structure of composition C14H18F3IN6O7Ti.

Structure (XYZ):
```
50
Properties=species:S:1:pos:R:3:forces:R:3
Ti -0.498 0.666 -0.903 0.2 -0.2 0.4
N 0.484 -1.925 1.617 0.0 0.0 0.0
N -0.378 -1.289 2.513 0.1 -0.1 0.0
C -1.484 -0.681 2.101 -0.1 0.0 -0.1
N -2.357 -0.260 3.008 0.0 0.0 0.1
N -1.609 -0.474 0.763 0.4 0.1 0.2
N -2.793 -0.107 0.267 -0.2 0.0 0.1
O -2.664 0.338 -0.890 0.1 0.1 -0.6
O -3.857 -0.192 0.821 -0.2 -0.1 0.1
H 0.565 -2.900 1.880 0.0 0.0 0.0
H 1.394 -1.462 1.617 0.0 0.0 0.0
H -0.166 -1.280 3.501 0.0 0.0 0.0
H -2.242 -0.507 3.977 0.0 0.0 0.0
H -3.244 0.112 2.708 0.0 0.0 0.0
F 3.264 2.395 -0.600 0.0 0.0 0.0
C 3.076 1.130 -0.976 -0.1 -0.1 -0.1
F 4.245 0.576 -1.250 0.0 0.0 0.0
F 2.345 1.144 -2.114 0.0 0.0 -0.1
C 2.306 0.351 0.122 0.1 0.3 0.2
O 2.895 -0.429 0.824 -0.1 -0.2 0.0
O 1.058 0.701 0.224 0.1 -0.1 -0.2
C 1.506 -2.578 -4.835 0.0 0.0 0.0
N 1.229 -2.143 -3.465 0.0 0.0 0.0
C 2.148 -2.613 -2.428 0.0 0.0 0.0
C 0.236 -1.326 -3.168 0.1 0.0 0.0
C -0.709 -0.845 -4.223 0.0 0.0 0.0
O 0.084 -0.932 -1.978 -0.2 0.0 0.0
H 2.508 -2.996 -4.858 0.0 0.0 0.0
H 1.475 -1.738 -5.525 0.0 0.0 0.0
H 0.802 -3.345 -5.156 0.0 0.0 0.0
H 2.317 -3.679 -2.568 0.0 0.0 0.0
H 1.714 -2.440 -1.449 0.0 0.0 0.0
H 3.100 -2.086 -2.504 0.0 0.0 0.0
H -0.775 -1.507 -5.080 0.0 0.0 0.0
H -0.381 0.142 -4.553 0.0 0.0 0.0
H -1.693 -0.728 -3.775 0.0 0.0 0.0
I -1.707 8.623 -4.221 0.0 0.0 0.0
C -1.455 6.726 -3.408 0.0 0.0 0.0
C -1.129 5.661 -4.242 0.0 0.0 0.0
C -0.961 4.401 -3.699 0.0 0.0 0.0
C -1.120 4.208 -2.330 0.0 0.0 0.0
C -1.446 5.278 -1.501 0.0 0.0 0.0
C -1.615 6.540 -2.039 0.0 0.0 0.0
C -0.934 2.878 -1.748 -0.1 0.1 -0.1
O -1.059 2.651 -0.513 -0.1 -0.1 0.1
O -0.622 1.864 -2.491 0.0 0.0 0.0
H -1.006 5.820 -5.304 0.0 0.0 0.0
H -0.705 3.562 -4.331 0.0 0.0 0.0
H -1.563 5.112 -0.439 0.0 0.0 0.0
H -1.867 7.376 -1.402 0.0 0.0 0.0
```
Positions in Å, forces in eV/Å.

- 2S+1 = 2
- max |F| (eV/A) = 0.6
- charge = +1
- ΔE to the lowest compared entry with this formula, charge and spin (eV) = 0.413
- energy (Eh) = -2846.17627